# C15H27ClFN2O6

A cluster of 2 separate species, C15H27ClFN2O6 in total (wB97M-V/def2-TZVPD, the OMol25 dataset).

- E (hartree) = -1708.5139
- relative energy (zero: lowest compared OMol25 entry of this formula, charge and spin) (kJ/mol) = 2.90
- total charge = +1
- Kohn-Sham gap (eV) = 10.192
- multiplicity = 1
- HOMO level (hartree) = -0.4842

Geometry as XYZ:
```
52
Properties=species:S:1:pos:R:3:forces:R:3:lowdin_charge:R:1
C 0.5415 2.8131 2.6296 -0.3 0.0 -0.2 -0.02
C 1.2341 2.8609 1.2857 0.4 0.4 0.1 -0.42
O 2.1001 3.9975 1.3133 -0.2 -0.2 0.0 -0.01
C 2.0907 1.6173 1.0312 0.2 0.6 0.1 -0.14
O 1.3455 0.4794 0.5676 -0.2 -0.5 0.1 -0.07
C 1.0483 0.4491 -0.7702 0.5 0.3 0.1 -0.25
C 1.8235 -0.5384 -1.6634 -0.1 0.0 0.0 -0.26
C 3.3357 -0.5709 -1.4514 0.1 -0.3 -0.1 -0.15
C 3.8355 -1.5852 -0.4006 0.1 0.1 -0.2 -0.68
C 5.0205 -2.4288 -0.8893 0.1 -0.1 0.1 -0.10
Cl 4.2972 -0.7347 1.1160 0.0 -0.1 0.1 0.67
N 1.4892 -0.2556 -3.0488 0.0 0.0 0.0 -0.01
C 0.0753 -0.2817 -3.3570 -0.1 0.2 -0.1 -0.16
C -0.8689 0.3239 -2.3037 -0.2 0.0 -0.1 -0.07
N -0.4055 0.0367 -0.9000 -0.1 0.0 -0.2 -0.02
C -1.2944 0.6014 0.1517 -0.3 -0.1 -0.2 0.02
C -1.3028 -0.2331 1.3991 0.2 0.6 0.3 -0.46
O -1.3592 0.1893 2.4889 -0.2 -0.2 0.3 0.22
F -1.2988 -1.5453 1.1341 0.1 -0.5 -0.3 0.13
H -0.2059 3.6020 2.6930 0.0 0.0 0.1 0.10
H 0.0469 1.8538 2.7805 0.1 0.1 0.1 0.06
H 1.2738 2.9751 3.4170 0.1 -0.1 0.0 0.10
H 0.5054 3.0068 0.4775 -0.1 -0.1 -0.1 0.13
H 2.3743 4.2324 0.4201 0.0 0.0 0.0 0.10
H 2.8916 1.8806 0.3360 -0.1 -0.2 -0.2 0.12
H 2.5735 1.3112 1.9545 -0.1 -0.1 0.0 0.12
H 1.1189 1.4443 -1.2251 -0.1 0.1 0.0 0.18
H 1.4440 -1.5512 -1.4681 0.0 0.0 0.2 0.16
H 3.7550 0.4129 -1.2506 0.0 0.1 0.0 0.11
H 3.7402 -0.8880 -2.4128 0.0 0.0 -0.1 0.12
H 3.0203 -2.2528 -0.1318 0.0 0.1 0.2 0.09
H 5.8434 -2.3776 -0.1820 0.0 0.0 0.0 0.06
H 4.7434 -3.4786 -0.9715 -0.1 0.0 -0.1 0.08
H 5.3910 -2.1026 -1.8575 0.0 0.1 0.0 0.08
H 1.9550 0.5676 -3.4044 0.0 0.1 0.0 0.13
H -0.0804 0.2986 -4.2654 -0.1 -0.1 -0.1 0.14
H -0.2564 -1.2969 -3.5805 0.1 -0.2 0.1 0.13
H -0.9630 1.4041 -2.3959 0.1 0.1 0.1 0.14
H -1.8636 -0.1095 -2.4004 0.0 0.0 0.0 0.14
H -0.4192 -0.9818 -0.7850 0.0 0.0 0.1 0.18
H -1.0090 1.6036 0.4449 0.1 0.1 -0.2 0.14
H -2.3105 0.6155 -0.2496 0.0 0.0 0.0 0.16
C -4.7291 -1.4750 2.1219 0.0 -0.1 0.1 -0.12
C -5.3869 -2.4516 1.1651 0.0 0.0 0.0 -0.12
O -6.7190 -1.9463 1.0897 0.0 0.0 0.0 0.07
C -6.7048 -0.6275 1.4105 0.1 -0.1 -0.1 -0.56
O -7.6083 0.1193 1.2672 -0.1 0.1 0.0 0.19
O -5.4828 -0.2819 1.9071 0.1 0.0 0.0 0.05
H -3.6813 -1.2956 1.9045 0.0 0.1 0.0 0.09
H -4.8294 -1.7847 3.1628 0.0 0.0 0.0 0.14
H -4.9463 -2.4215 0.1649 0.0 0.0 0.0 0.13
H -5.3910 -3.4771 1.5233 -0.1 0.0 0.0 0.14
```
Positions in Å, forces in eV/Å.

***

# C2H4N4

The molecule C2H4N4 (wB97M-V/def2-TZVPD, the OMol25 dataset).

- SMILES = Nc1cnn[nH]1
- E (hartree) = -297.5724
- relative energy (zero: lowest compared OMol25 entry of this formula, charge and spin) (kJ/mol) = 188.81
- Kohn-Sham gap (eV) = 9.633
- multiplicity = 1
- HOMO level (hartree) = -0.3278

Geometry as XYZ:
```
10
Properties=species:S:1:pos:R:3:forces:R:3:lowdin_charge:R:1
N -1.6337 0.1580 -0.1472 0.0 0.0 -0.2 0.10
C -0.2540 0.0598 -0.1576 0.3 0.1 0.2 -0.38
C 0.7188 0.9857 0.0639 -0.2 0.0 0.2 -0.11
N 1.8576 0.3066 0.4496 0.2 -0.1 -0.3 -0.02
N 1.6844 -0.9437 0.3415 0.5 0.3 -0.5 -0.05
N 0.3809 -1.1814 -0.1038 0.1 0.2 0.2 0.02
H -2.0573 -0.7109 0.1599 0.0 0.2 -0.2 0.09
H -1.9155 0.9029 0.4811 -0.1 -0.1 -0.3 0.10
H 0.7184 2.0566 -0.0757 -0.2 -0.1 0.5 0.10
H 0.5002 -1.6335 -1.0116 -0.6 -0.6 0.4 0.15
```
Positions in Å, forces in eV/Å.

***

# C18H19ClIrN4O

A structure of composition C18H19ClIrN4O (wB97M-V/def2-TZVPD, the OMol25 dataset).

- E (hartree) = -1555.0498
- total charge = +3
- Kohn-Sham gap (alpha / beta) (eV) = 7.737 / 5.851
- multiplicity = 5
- HOMO level (alpha / beta) (hartree) = -0.6130 / -0.6268

Geometry as XYZ:
```
44
Properties=species:S:1:pos:R:3:forces:R:3:mulliken_spin:R:1
Ir 0.5197 -1.1577 0.1377 -0.2 0.7 0.2 2.51
Cl 5.1462 2.5127 -4.2857 0.1 0.1 -0.1 0.15
C 4.1141 1.4465 -3.5210 0.0 0.0 0.0 0.27
C 4.1407 0.0688 -3.8556 0.0 0.1 0.0 -0.04
C 3.3076 -0.7876 -3.2166 -0.1 0.0 0.0 0.13
C 2.4060 -0.3274 -2.1928 -0.2 0.2 0.0 0.16
O 1.6632 -1.1860 -1.6243 0.1 -0.6 0.1 0.30
C 2.3716 1.0878 -1.8711 -0.1 -0.2 0.1 0.07
C 1.5317 1.6724 -0.8312 0.1 0.1 0.0 -0.03
N 0.6757 1.0557 -0.1081 -0.3 -0.1 0.0 0.17
C 0.0829 1.7132 1.0088 0.1 0.0 -0.1 -0.01
C -0.3330 3.0153 1.0363 0.0 0.1 0.0 0.01
C -0.7709 3.5966 2.2457 0.0 0.0 -0.1 -0.01
C -0.7555 2.8748 3.4033 0.0 0.0 0.1 0.01
C -0.3617 1.5147 3.3913 0.0 0.0 0.1 0.00
C -0.3123 0.7129 4.5544 0.0 0.1 0.0 0.03
C 0.0787 -0.5973 4.4712 0.0 -0.1 0.0 0.00
C 0.3907 -1.1316 3.2212 0.0 0.0 0.0 0.03
N 0.3450 -0.4120 2.1037 0.1 -0.3 -0.2 0.07
C 0.0122 0.9226 2.1742 0.0 -0.1 0.1 -0.01
C 3.2192 1.9327 -2.5339 0.1 0.1 -0.1 0.08
H 4.8288 -0.2813 -4.6138 0.0 0.0 0.0 0.00
H 3.3078 -1.8456 -3.4429 0.0 0.0 0.0 0.00
H 1.7102 2.7298 -0.6279 0.1 0.0 0.0 0.00
H -0.3256 3.6061 0.1279 0.0 0.0 0.0 0.00
H -1.0933 4.6286 2.2501 0.0 0.0 0.0 0.00
H -1.0423 3.3309 4.3426 0.0 0.0 0.0 0.00
H -0.5737 1.1473 5.5121 0.0 0.0 0.0 0.00
H 0.1419 -1.2260 5.3479 0.0 0.0 0.0 0.00
H 0.6819 -2.1698 3.1255 0.0 0.0 0.0 0.00
H 3.2167 2.9943 -2.3143 0.1 0.0 0.0 0.00
N -4.5768 -2.0411 -1.4543 0.0 0.0 0.0 0.00
C -3.2669 -1.8322 -0.7333 0.1 -0.1 0.0 0.00
C -2.1981 -2.7592 -1.3046 0.0 0.1 0.0 0.00
N -1.0098 -2.8190 -0.4173 0.2 0.0 -0.1 0.09
H -5.3185 -1.4607 -1.0480 0.0 0.0 0.0 0.00
H -4.8967 -3.0141 -1.3992 0.0 0.0 0.0 0.00
H -4.5179 -1.7967 -2.4483 0.0 0.0 0.0 0.00
H -3.4495 -2.0337 0.3213 -0.1 0.0 0.0 0.00
H -2.9967 -0.7846 -0.8457 0.0 0.0 0.0 0.00
H -1.8688 -2.4078 -2.2820 0.0 0.0 0.0 0.00
H -2.6052 -3.7660 -1.4316 0.0 0.0 0.0 0.00
H -0.3548 -3.4774 -0.8430 -0.1 0.0 0.0 0.00
H -1.2647 -3.2489 0.4714 0.0 0.0 0.0 -0.01
```
Positions in Å, forces in eV/Å.